{"formula": "C36H78N2O6", "method": "ωB97M-V/def2-TZVPD", "elements": ["H", "H", "H", "H", "H", "H", "H", "H", "H", "H", "H", "N", "C", "C", "H", "H", "C", "H", "H", "H", "C", "C", "H", "H", "O", "H", "H", "C", "H", "C", "O", "H", "H", "H", "O", "H", "H", "H", "C", "H", "H", "C", "C", "C", "C", "H", "H", "H", "H", "H", "H", "O", "C", "H", "H", "H", "H", "H", "C", "H", "C", "H", "H", "C", "C", "H", "H", "H", "H", "H", "H", "H", "C", "H", "H", "C", "H", "C", "C", "H", "C", "H", "H", "C", "H", "H", "H", "C", "C", "H", "H", "H", "C", "H", "C", "C", "C", "H", "C", "C", "H", "H", "H", "H", "C", "O", "H", "C", "H", "C", "H", "C", "H", "H", "H", "H", "O", "H", "H", "H", "N", "C"], "xyz": [[0.4977, -2.3574, 4.7029], [-4.0354, -0.1356, 0.2925], [4.8031, -0.9183, 1.0145], [0.8153, -0.4149, 3.4195], [-2.4633, 4.5373, -1.3177], [0.3417, -3.2044, 3.1406], [2.2025, 2.8701, -2.4881], [2.2935, -4.0459, 4.7450], [2.7140, -3.8987, 1.2053], [-3.1903, -0.9439, -2.0100], [-2.8773, -3.8055, 0.7348], [-0.7439, -3.6347, 0.3858], [1.4719, 2.6513, -1.7093], [0.5517, 0.4603, -4.3709], [1.8742, -3.9529, -0.3234], [-1.7138, 1.4160, 7.1176], [0.6494, -0.0660, 1.3120], [-2.4920, 2.8046, -1.1448], [0.9095, 1.4378, -4.6941], [-0.9465, 1.1551, -1.3129], [-2.7708, 3.6176, -1.8153], [-0.0224, 2.5667, -2.1811], [2.2516, -0.4078, -5.3031], [1.6993, 0.9405, -1.7421], [0.1686, 0.4106, -3.0302], [2.3472, -3.7900, 3.0146], [-1.9552, -4.4314, 2.0047], [1.5718, -0.6430, -4.4841], [-2.3163, -0.9255, -0.9367], [2.2817, -0.6399, -3.1403], [2.7292, -0.6130, -1.4473], [0.0123, 2.9950, -4.8879], [-1.1957, 0.1782, 2.5067], [-1.7405, -6.5394, 1.0854], [-1.1445, 1.3497, 0.7577], [1.2902, -0.0094, -0.7579], [-0.2960, 1.6276, -2.6622], [-0.1051, -1.7852, -0.2310], [0.9877, -2.5767, 3.7543], [2.6259, -2.5699, 1.2299], [-1.7391, -0.4734, -1.0725], [1.2599, 0.0661, -2.2222], [-0.9299, 1.9369, 6.5680], [-0.5046, 0.7413, 1.8794], [0.1162, 3.8227, -4.1864], [1.8542, -2.5120, 0.7551], [-0.1639, 2.1830, 7.3035], [2.5531, -1.6524, -2.8416], [0.4102, -1.0651, 1.6763], [3.2029, -0.0584, -3.1024], [1.6471, 1.7204, -1.1700], [-3.8614, 1.6453, -2.5011], [2.8950, -1.1198, 3.4683], [-1.8116, 1.6111, -2.0324], [-2.3767, 4.3156, -3.6960], [-2.3401, 3.5710, 6.1898], [3.5297, -0.9596, 2.5968], [-1.2513, -1.7526, 1.1061], [-1.9320, -4.3152, 0.9212], [-0.1902, -0.9678, -0.6287], [-1.2043, 2.9054, 4.3587], [0.9889, -1.5173, -0.7267], [-1.7836, -2.4141, -1.7946], [-1.0161, -2.2390, 0.1594], [-2.7029, -0.1405, -1.4577], [1.3833, -1.2112, 2.0466], [-3.8071, 3.7329, -2.1327], [1.6446, 0.2729, 1.5998], [0.2965, 2.0940, -0.3355], [0.7874, -0.5413, -1.4504], [-4.9297, 2.2431, -0.7820], [0.3556, -5.0287, 1.6803], [2.7747, -1.6450, 0.6727], [0.1895, -3.4720, 2.2495], [-0.4142, 5.9156, -4.3649], [-2.0083, -5.7357, 0.3996], [-2.1039, 2.3920, 4.0193], [-3.5965, 0.5850, -0.3976], [2.0719, -1.6329, -0.6837], [-3.1248, -2.3699, -0.6024], [-0.0188, 1.9352, 4.4347], [-1.4017, -5.8834, -0.4939], [4.1227, 0.5295, -0.7943], [0.3622, -0.1318, -0.1995], [0.0455, 1.4095, 3.4820], [3.1227, -0.3501, 4.2057], [-2.1693, 0.6645, -3.4299], [-4.5338, 1.3590, -1.2818], [-0.3486, 1.2180, -0.4037], [-0.4780, 2.5274, -1.1917], [0.2305, 5.2727, -5.8051], [-0.3033, 0.4158, -5.0455], [-2.5741, 0.9618, -2.4626], [-2.2512, 2.5357, -3.6268], [-2.1312, -1.9961, -0.8499], [4.0777, -0.5277, -1.0559], [-0.4341, 5.0161, -4.9801], [1.4697, 3.4636, -0.9825], [2.2700, -3.2767, 3.9731], [1.4088, -1.2834, 3.1340], [-1.3947, 4.8218, -5.4572], [1.1954, 3.9562, -4.1104], [-5.3946, 0.7583, -1.5755], [4.6942, -2.3663, 0.0238], [1.7935, -3.5991, 0.7044], [-0.3326, 1.1420, 5.5247], [0.9298, 2.4240, 4.6567], [4.2310, -1.3996, 0.2213], [-2.9865, 1.2550, 0.2083], [-1.3617, 3.2435, 5.8384], [1.0013, -1.5676, -4.5716], [-2.0196, 3.4678, -3.1114], [-0.9680, 3.6766, 3.6256], [2.5596, -0.8024, 1.3300], [-0.6496, 4.0553, 5.9869], [-3.0220, -6.0133, 0.1106], [3.3189, -2.2950, 4.1075], [2.2100, -2.5502, -1.2560], [-0.1703, 1.5103, 2.5758], [4.8039, -0.8937, -1.7817], [-0.5697, 3.6782, -2.9020], [0.4160, -4.0005, 1.3235]], "forces_ev_per_a": [[-0.19, -0.03, 0.18], [-0.41, 0.04, -0.09], [0.16, 0.05, -0.17], [0.19, -0.48, 0.63], [0.20, 0.21, -0.13], [0.53, 1.54, 3.60], [0.14, -0.40, 0.07], [0.19, 0.41, 0.26], [-0.35, -1.02, 0.30], [-0.56, 0.67, -0.20], [0.41, 0.20, -0.49], [0.19, -2.18, 1.11], [-0.95, 2.71, -0.30], [0.16, 0.18, -1.13], [-0.27, -0.41, 0.30], [-0.14, -0.24, -0.56], [-5.33, 0.77, -3.04], [-0.89, 0.57, 0.33], [0.85, 0.21, 0.66], [0.73, -0.75, 2.45], [0.44, 1.32, 0.15], [0.12, 4.07, 0.09], [-0.10, -0.64, -0.34], [-0.63, -3.07, -3.29], [-1.18, -3.74, -2.45], [0.98, -0.54, 0.15], [0.49, 0.50, 0.56], [0.00, 0.45, -1.11], [-0.29, -11.57, 6.54], [-1.99, 0.67, -4.70], [4.77, -2.86, 10.70], [-0.31, -0.61, 0.17], [-0.48, -0.34, -0.31], [0.34, 0.27, 0.35], [-1.32, -0.35, 0.99], [-0.64, 1.90, 5.73], [0.49, 2.35, 0.48], [-1.72, -5.28, 2.47], [-0.83, 1.23, 3.06], [5.35, 3.65, 2.08], [3.63, 7.68, -2.82], [-1.01, -1.39, -8.36], [0.91, 1.00, -0.83], [0.17, 1.05, -1.62], [-0.85, 1.26, -1.02], [-6.28, -4.65, -1.44], [0.17, -0.05, 0.13], [-0.45, -0.48, -1.49], [-1.52, 1.48, -2.08], [-0.02, 0.26, -1.62], [0.84, 3.67, 1.34], [0.65, -1.65, -0.60], [0.13, 0.48, 1.72], [-1.51, 0.10, -1.12], [0.13, -0.21, -0.36], [-0.04, 0.07, -0.36], [-0.01, 0.21, 0.29], [-0.13, 0.59, 0.34], [0.01, -0.93, 0.09], [-0.59, 4.55, -0.44], [0.19, -0.45, -0.19], [3.32, -2.14, 0.20], [-0.25, 0.34, -0.46], [-1.12, -3.35, 0.62], [-5.54, 13.64, -7.58], [1.88, -2.88, 3.80], [0.02, -0.21, 0.92], [-0.78, 0.70, -0.47], [0.34, -1.79, 1.37], [0.35, -0.34, -6.93], [0.28, 0.34, -0.21], [-0.25, -0.44, -0.70], [7.25, 6.90, -0.85], [-0.14, -0.90, -3.65], [-0.55, -0.01, 0.14], [-0.54, -1.13, -0.71], [0.11, -0.30, -0.30], [0.76, -0.86, -0.25], [2.48, -2.04, -1.32], [0.26, -0.72, 0.26], [-0.51, 1.12, 1.10], [0.07, 0.23, 0.00], [1.18, 0.09, -0.22], [0.45, 8.98, 6.10], [1.13, -0.32, 4.49], [-0.21, 0.54, -0.19], [-0.80, -0.20, -0.12], [-1.10, -0.77, -0.40], [0.20, -3.86, 4.01], [-0.68, 3.41, -3.05], [0.23, -0.25, -0.16], [-0.47, -0.79, 0.23], [-0.86, 0.45, 0.37], [0.14, 0.71, -0.40], [1.89, -10.13, 4.37], [0.61, 0.00, 2.50], [0.79, 0.34, -0.23], [0.39, 0.50, -0.01], [0.88, -0.61, -0.97], [2.43, -0.45, 1.75], [-0.10, 0.16, 0.37], [-0.01, 0.06, 0.62], [-0.28, -0.14, 0.21], [0.19, 0.03, -0.28], [-6.35, -6.43, -0.37], [-0.59, -1.80, 1.33], [0.25, 0.61, -0.29], [-0.21, 0.16, -0.07], [-0.12, -0.24, -0.30], [0.14, 0.36, 0.07], [0.36, -0.25, -0.48], [0.95, 1.93, 0.02], [-0.28, 0.55, 0.44], [0.53, -0.48, -1.78], [-0.01, -0.01, 0.65], [-0.21, 0.17, -0.09], [-0.44, -1.87, 0.43], [0.76, -0.08, 0.11], [-0.71, 0.17, -4.27], [-0.36, 0.43, -0.65], [0.92, 0.89, -1.66], [-0.56, -0.07, -1.73]], "lowdin_charge": [0.1334, 0.1357, 0.1135, 0.1100, 0.0970, 0.0465, 0.1019, 0.1349, 0.1232, 0.1617, 0.0971, -0.1214, -0.0134, -0.1881, 0.1162, 0.1148, -0.1392, 0.0678, 0.0997, 0.0678, -0.0726, -0.2888, 0.1156, 0.0554, -0.1418, 0.0902, 0.1089, -0.1098, -0.2098, -0.1596, -0.3463, 0.0891, 0.1535, 0.0618, -0.0901, 0.0587, 0.0236, 0.0351, -0.1389, 0.0286, 0.1115, -0.3045, -0.1574, -0.1287, -0.2575, -0.0571, 0.1088, 0.1392, 0.0808, 0.1396, 0.0412, -0.1625, -0.1653, 0.0370, 0.1106, 0.1064, 0.0907, 0.1488, -0.2677, 0.0630, -0.1473, 0.0847, 0.1385, -0.2211, -0.2279, -0.0062, 0.0961, 0.1494, 0.1117, 0.0322, 0.1226, 0.1238, -0.2515, 0.0220, 0.0775, -0.0980, 0.1199, -0.0461, -0.1577, 0.1088, -0.2531, 0.0746, 0.1452, -0.2278, 0.0099, 0.1307, 0.1426, -0.1888, -0.2212, 0.0569, 0.0639, 0.1298, -0.1789, 0.1076, -0.0900, -0.0958, -0.1010, 0.1073, -0.1645, -0.1876, 0.0644, 0.1089, 0.1222, 0.1220, -0.0804, -0.1346, 0.1381, -0.0599, 0.1065, -0.1558, 0.1201, -0.2168, 0.1213, 0.0753, 0.1058, 0.0637, -0.0917, 0.1472, 0.0465, 0.1372, -0.1095, -0.1203], "e_homo_ev": -6.907, "total_energy_ha": -1977.408091, "e_above_lowest_kj_mol": 4995.5, "molar_mass_da": 635.0, "multiplicity": 1}


{"formula": "C3H9NO", "method": "ωB97M-V/def2-TZVPD", "elements": ["H", "C", "O", "H", "H", "H", "H", "H", "C", "N", "C", "H", "H", "H"], "xyz": [[-2.0684, 0.1377, -0.7163], [0.9672, -1.2971, -0.2780], [-1.3042, 1.1183, 1.9886], [-0.0877, -1.0482, -0.1363], [2.7786, -0.1358, 0.2075], [1.1434, -1.9887, -1.1540], [1.3843, 0.8168, 0.1969], [1.3406, -1.8950, 0.5143], [-1.5013, 1.2077, 0.7547], [-2.4903, 0.3869, 0.1519], [1.8570, -0.0010, -0.3548], [-3.4148, 0.7126, 0.2066], [-0.7715, 1.5959, -0.0583], [2.1672, 0.3899, -1.3228]], "forces_ev_per_a": [[-1.04, -0.09, -1.18], [1.13, 0.54, -1.84], [-0.43, 1.74, -3.89], [0.21, -0.36, -0.11], [0.18, -0.30, -0.07], [-0.55, 1.02, 0.54], [-0.17, -0.03, -0.19], [-0.09, -0.37, 1.17], [1.07, -2.49, 2.88], [2.36, 0.74, 0.68], [-0.26, -0.22, 0.77], [-1.33, 0.05, -0.18], [-0.67, 0.08, 1.67], [-0.41, -0.32, -0.24]], "nbo_charge": [0.3745, -0.6128, -0.5308, 0.1971, 0.2089, 0.2056, 0.2030, 0.2142, 0.5137, -0.8684, -0.6227, 0.3995, 0.1126, 0.2058], "e_homo_ev": -10.393, "total_energy_ha": -249.653286, "e_above_lowest_kj_mol": 158.6, "smiles": "NC=O.CC", "molar_mass_da": 75.1, "multiplicity": 1}


{"formula": "C5H8O", "method": "ωB97M-V/def2-TZVPD", "elements": ["C", "O", "H", "H", "C", "H", "H", "H", "H", "C", "C", "H", "H", "C"], "xyz": [[-1.0595, -1.9375, -0.7316], [-0.6402, -2.4580, -1.7050], [0.3543, 2.2129, -0.6172], [1.9661, -0.4453, -0.8645], [0.0566, 0.1536, 0.0835], [-1.6804, 0.5747, 1.2354], [-0.1718, 1.1525, 1.9504], [0.2205, 1.0040, -1.9564], [-1.9007, -2.2267, -0.1019], [1.4795, 0.2978, -0.2516], [-0.6279, 0.3325, 1.3873], [-0.5589, -0.5697, 1.9909], [2.1354, 0.7384, 0.4909], [0.4269, 1.1708, -0.9102]], "forces_ev_per_a": [[2.37, 2.28, -0.61], [-0.57, 0.12, 0.81], [0.02, 0.02, 0.06], [-0.03, -0.13, -0.14], [-1.34, -2.25, -0.63], [-0.02, 0.00, 0.06], [0.01, 0.08, 0.10], [0.00, -0.11, -0.12], [-0.48, -0.28, 0.32], [0.10, -0.07, 0.14], [0.08, 0.18, -0.13], [0.02, -0.04, 0.11], [-0.02, 0.06, 0.05], [-0.13, 0.13, -0.03]], "nbo_charge": [0.4242, -0.4911, 0.2081, 0.2279, 0.0348, 0.2145, 0.2080, 0.2267, 0.1233, -0.4696, -0.6607, 0.2158, 0.2082, -0.4701], "e_homo_ev": [-7.787, -7.679], "total_energy_ha": -270.392514, "e_above_lowest_kj_mol": 434.2, "molar_mass_da": 84.1, "multiplicity": 1}


{"formula": "C7H9N", "method": "ωB97M-V/def2-TZVPD", "elements": ["H", "C", "H", "C", "C", "H", "C", "C", "H", "C", "C", "H", "N", "H", "H", "H", "H"], "xyz": [[-1.9195, 1.5678, 0.2973], [0.1859, -1.0367, -0.1259], [-2.6309, -1.0849, -0.7315], [1.4966, -1.3343, 0.0295], [2.4814, -0.3294, 0.0230], [1.7568, -2.3090, -0.0453], [-2.6143, -0.3389, 0.0633], [-0.3214, 0.3320, -0.0628], [-2.2604, -0.9364, 0.8877], [2.0224, 1.0006, 0.0585], [0.6422, 1.3490, -0.0352], [0.4443, 2.4044, -0.0006], [-1.6362, 0.6682, -0.1619], [-3.5257, 0.0366, 0.2322], [-0.4799, -1.7262, -0.1626], [3.7023, -0.2288, -0.0451], [2.6564, 1.9659, -0.2207]], "forces_ev_per_a": [[0.88, -1.25, -0.85], [1.44, 6.55, 1.09], [-0.27, 0.28, -0.51], [1.51, 2.67, -0.71], [2.51, 2.86, 0.24], [0.93, -2.98, 0.02], [3.41, -2.56, -0.57], [2.37, -0.38, -0.46], [-0.40, -0.38, 0.97], [-0.70, 2.00, -2.05], [1.62, -1.45, 0.88], [-0.61, 0.20, -0.18], [-1.35, 1.94, 0.41], [-3.37, 1.41, 0.56], [-4.06, -4.69, -0.35], [-3.26, -1.73, 0.29], [-0.64, -2.50, 1.22]], "nbo_charge": [0.3828, -0.2664, 0.1876, -0.1910, -0.2749, 0.2066, -0.3981, 0.1843, 0.1740, -0.1860, -0.2791, 0.2070, -0.5822, 0.2022, 0.1907, 0.2334, 0.2093], "e_homo_ev": -7.755, "total_energy_ha": -326.813625, "e_above_lowest_kj_mol": 203.1, "smiles": "CNc1ccccc1", "molar_mass_da": 107.2, "multiplicity": 1}


{"formula": "C3H5IO", "method": "ωB97M-V/def2-TZVPD", "elements": ["C", "H", "C", "I", "H", "H", "H", "H", "C", "O"], "xyz": [[-0.9574, 0.3188, -1.1134], [0.0654, -0.3522, 2.0970], [-0.7191, -0.1250, 0.0717], [0.5943, 1.1437, -2.3172], [-1.6011, -0.6429, 0.3685], [0.6387, -1.4678, 0.8776], [1.6965, 0.6304, -0.0946], [-1.8832, 0.2567, -1.6994], [0.5165, -0.3260, 0.9885], [1.6493, 0.5643, 0.8213]], "forces_ev_per_a": [[-1.82, 1.49, -2.19], [1.36, 0.80, -2.21], [0.73, -1.81, 2.94], [2.64, 1.26, -2.26], [-0.39, -0.95, 1.51], [0.85, 1.47, -0.21], [0.63, 0.52, -2.73], [0.04, -0.26, 0.74], [-2.09, -0.45, 1.42], [-1.96, -2.08, 3.00]], "mulliken_spin": [0.4563, 0.0125, 0.1744, 1.2709, 0.0355, 0.0260, -0.0056, -0.0100, 0.0200, 0.0200], "e_homo_ev": [-4.935, -10.046], "total_energy_ha": -490.007840, "e_above_lowest_kj_mol": 185.9, "molar_mass_da": 184.0, "multiplicity": 3}


{"formula": "C5H9NO3P", "method": "ωB97M-V/def2-TZVPD", "elements": ["O", "N", "H", "H", "O", "H", "H", "C", "H", "H", "C", "C", "H", "C", "O", "H", "P", "C", "H"], "xyz": [[-2.9991, 0.5107, -0.3304], [0.2503, -0.5858, -0.7435], [-1.3239, -2.1805, -1.3903], [0.0315, -0.2795, 1.7705], [-2.0233, -1.0807, 1.0056], [0.3751, -2.8719, -1.1749], [2.4188, 0.8406, 1.3083], [0.2643, 0.7462, 1.2500], [1.6703, 1.8271, -0.0309], [-0.0941, 1.6054, 1.8924], [-2.0584, -0.0105, 0.3129], [1.6016, -0.1746, -0.5525], [2.2100, -1.0167, -0.1877], [-0.6702, 0.6510, 0.0664], [-0.9607, 1.6368, -0.8438], [-1.9131, 1.3072, -0.9946], [-0.3858, -2.0768, -0.3425], [1.5839, 1.0081, 0.5534], [2.0227, 0.1438, -1.5684]], "forces_ev_per_a": [[-0.09, -0.42, 0.24], [-2.05, 3.22, 0.44], [-0.60, 0.14, 0.16], [1.17, 1.96, -0.71], [-0.96, 2.16, -0.44], [1.41, -0.47, -1.03], [-0.57, 0.62, -1.23], [-2.05, 1.04, 0.03], [-0.02, 3.28, -0.98], [0.57, -0.88, -0.34], [0.40, -1.91, 1.22], [0.70, 0.08, 0.00], [0.11, 0.12, -0.06], [-0.31, -2.69, -1.91], [1.20, 0.14, 0.78], [-0.08, 1.09, -0.40], [-0.02, -2.06, 0.82], [1.39, -5.36, 1.99], [-0.19, -0.06, 1.42]], "nbo_charge": [-0.7219, -0.8314, -0.0628, 0.2696, -0.7343, -0.1365, 0.1899, -0.4743, 0.2100, 0.2109, 0.7095, -0.2036, 0.1660, 0.3328, -0.7484, 0.4933, 0.5830, -0.4235, 0.1719], "e_homo_ev": -3.317, "total_energy_ha": -817.737457, "charge": -1, "e_above_lowest_kj_mol": 377.5, "smiles": "O=C([O-])[C@@]1(O)CCCN1P", "molar_mass_da": 162.1, "multiplicity": 1}